This record from the Open Molecules 2025 dataset describes a structure of composition C28H36LuP2Si at a distorted geometry. The level of theory is wB97M-V/def2-TZVPD.

The geometry in XYZ format:
```
68
C28H36LuP2Si wB97M-V/def2-TZVPD
C 3.777 0.887 -4.261
C -3.222 0.581 2.109
H 2.873 -2.174 -5.533
C 0.281 -0.764 3.944
H -1.270 -3.758 -1.161
H -4.032 -0.124 2.355
H 2.834 1.891 -2.614
H 1.184 -3.160 3.032
C 1.318 2.719 1.765
H -3.230 -2.193 1.930
Lu 0.350 0.867 0.447
C 1.543 -2.590 2.161
H -4.177 2.331 -2.865
H 2.391 3.180 -0.156
H -3.071 -0.411 4.595
C 1.839 -1.142 -3.889
H -2.271 -2.136 0.419
H 3.054 0.648 3.534
H 0.198 -1.004 7.331
H 0.574 -3.675 -1.772
H -0.237 -2.476 -1.750
C -2.981 2.272 -4.670
H -1.538 -2.776 1.926
P 1.422 -0.787 2.484
P -1.665 -0.357 1.942
H 1.129 -1.961 -3.749
H -2.467 1.153 -1.475
C 2.810 1.006 -3.265
H 1.791 -1.058 5.449
C -0.809 1.222 -4.473
H -1.598 2.008 -6.326
H -0.103 3.454 -1.200
C -3.228 2.017 -3.311
C -1.786 1.842 -5.261
C 3.046 -0.387 3.174
H 3.793 -0.487 2.376
C -0.169 -0.884 6.319
H -3.127 1.344 2.895
H -1.888 3.063 0.773
H 0.113 0.856 -4.931
C -1.111 -0.578 3.694
C -0.565 -3.446 -1.947
H 2.124 2.677 2.490
H -1.032 -3.253 -2.944
C -0.084 2.678 2.073
H -3.446 1.079 1.152
H -2.236 -0.672 6.909
C 1.458 3.010 0.374
C 3.780 -0.256 -5.084
C -0.974 1.156 -3.079
C -2.229 -2.033 1.512
H 3.304 -1.055 4.002
H 0.932 -2.848 1.282
H 4.531 -0.335 -5.879
C 2.838 -1.279 -4.885
H -0.199 -4.513 -2.325
H 4.501 1.696 -4.410
C 0.140 3.152 -0.185
H -3.727 2.794 -5.277
C 1.761 0.053 -3.139
C 0.728 -0.918 5.248
H 2.593 -2.845 1.958
C -1.534 -0.702 6.078
C -1.998 -0.554 4.766
H -0.507 2.595 3.069
Si 0.573 1.025 -2.095
C -2.256 1.394 -2.523
C -0.815 2.940 0.868
```

**Relative energy (zero: lowest compared OMol25 entry of this formula, charge and spin)**: 6.129 eV
**Total charge**: +1
**Gap between HOMO and LUMO (alpha / beta)**: 3.80 / 3.81 eV

Here are the Mulliken charges for atoms 1 to 6, given in e: -0.80, -1.66, 0.35, 0.43, 0.37, 0.54